P | ORCA calculation (ωB97M-V/def2-TZVPD) on one molecule with the formula C5H6OS.

```
! wB97M-V def2-TZVPD RIJCOSX def2/J DEFGRID3
* xyz 0 1
C -2.328 -1.100 0.192
C -2.545 0.186 0.040
C -0.280 1.164 -0.202
C 0.453 0.093 -0.393
C 1.544 -0.734 -0.358
O -1.704 1.293 -0.063
S 3.223 0.246 -0.108
H -1.665 -1.890 0.109
H -3.564 0.662 0.191
H 0.346 2.000 -0.106
H 1.648 -1.088 0.636
H 1.854 -1.470 -1.068
H 3.017 0.639 1.132
*
```

Summary:
- Kohn-Sham gap (spin up / spin down): 8.4 / 7.7 eV
- LUMO (spin up / spin down): -0.75 / -0.48 eV
- HOMO (spin up / spin down): -9.1237 / -8.2283 eV

Q | ORCA calculation (ωB97M-V/def2-TZVPD) on a 2-piece molecular cluster, C5H6OS overall.

```
! wB97M-V def2-TZVPD RIJCOSX def2/J DEFGRID3
* xyz 0 1
C 1.667 -0.408 -0.050
C -1.456 1.295 0.099
C 0.802 -1.258 -0.266
C -1.210 2.600 -0.143
C -0.267 -2.278 -0.381
O -1.716 0.196 0.422
S 3.080 0.524 0.127
H -0.262 3.150 -0.209
H -2.068 3.208 -0.137
H 3.010 0.448 1.479
H -0.197 -2.760 0.619
H -1.252 -1.760 -0.405
H -0.130 -2.956 -1.155
*
```

Summary:
- Kohn-Sham gap: 9.3 eV
- LUMO: 0.72 eV
- HOMO: -8.5654 eV
- Structure (SMILES): C=C=O.CC#CS

Which of them is the most stable, and which is the least stable? Q and P, in that order.

P | ORCA calculation (ωB97M-V/def2-TZVPD) on C4H2O3 as an isolated structure.

```
! wB97M-V def2-TZVPD RIJCOSX def2/J DEFGRID3
* xyz 0 1
C -2.120 -1.068 0.130
C -0.805 -1.476 0.235
C -1.678 0.267 -0.268
C -0.252 -0.080 -0.098
O -2.427 1.384 -1.130
O -2.462 -2.451 -0.218
O -1.055 -2.782 -0.071
H 0.257 0.305 0.839
H 0.330 0.024 -1.138
*
```

Summary:
- Kohn-Sham gap (spin up / spin down): 8.6 / 8.6 eV
- LUMO (spin up / spin down): -1.23 / -1.23 eV
- HOMO (spin up / spin down): -9.7903 / -9.8062 eV

Q | ORCA calculation (ωB97M-V/def2-TZVPD) on a 2-piece molecular cluster, C4H2O3 overall.

```
! wB97M-V def2-TZVPD RIJCOSX def2/J DEFGRID3
* xyz 0 1
C 1.545 -2.033 0.965
C 1.856 -0.776 1.091
C 2.194 -2.583 -3.348
C 1.962 0.473 0.708
O 1.240 -3.177 1.116
O 2.417 -3.625 -3.777
O 2.002 -1.547 -2.910
H 1.974 0.788 -0.404
H 1.939 1.210 1.572
*
```

Summary:
- Kohn-Sham gap: 8.3 eV
- LUMO: -0.68 eV
- HOMO: -8.9970 eV
- Structure (SMILES): C=C=C=O.O=C=O

Which of them is the most stable, and which is the least stable? Q and P, in that order.

P | ORCA calculation (ωB97M-V/def2-TZVPD) on H28HeO14 as an isolated structure.

```
! wB97M-V def2-TZVPD RIJCOSX def2/J DEFGRID3
* xyz 0 1
He 0.209 -0.366 -0.225
O -0.778 -2.281 -1.626
H -1.165 -2.740 -2.372
H 0.167 -2.374 -1.752
O -0.358 2.045 1.036
H -0.373 2.123 0.082
H 0.011 2.874 1.339
O 3.861 0.117 -0.125
H 3.479 0.858 -0.596
H 3.265 -0.611 -0.299
O -2.155 0.357 2.163
H -2.024 -0.538 1.849
H -1.446 0.859 1.759
O -2.552 -2.173 0.691
H -3.402 -2.263 0.260
H -1.922 -2.133 -0.028
O 1.475 1.070 -4.099
H 0.999 0.863 -3.294
H 0.828 0.962 -4.795
O 1.613 1.014 2.750
H 1.750 0.068 2.807
H 1.040 1.128 1.992
O 2.755 2.151 -1.583
H 1.826 2.374 -1.644
H 3.140 2.509 -2.383
O -1.972 0.329 -1.916
H -1.554 -0.532 -1.901
H -2.507 0.350 -1.123
O 1.988 -1.802 2.923
H 1.753 -1.679 3.843
H 1.481 -2.566 2.646
O -0.913 -0.825 4.237
H -1.322 -1.652 3.983
H -1.120 -0.225 3.519
O -3.956 0.712 -0.056
H -4.197 1.627 -0.201
H -3.395 0.731 0.720
O -0.104 2.340 -1.643
H -0.822 1.787 -1.952
H -0.069 3.061 -2.271
O 1.922 -2.214 -0.988
H 1.791 -2.894 -0.327
H 2.754 -2.440 -1.403
*
```

Summary:
- Kohn-Sham gap: 9.6 eV
- LUMO: -0.24 eV
- HOMO: -9.8313 eV

Q | ORCA calculation (ωB97M-V/def2-TZVPD) on H28HeO14 as an isolated structure.

```
! wB97M-V def2-TZVPD RIJCOSX def2/J DEFGRID3
* xyz 0 1
He 3.578 -15.138 -9.524
O -0.064 -14.216 -8.734
H 0.332 -15.082 -8.831
H -0.993 -14.393 -8.582
O 3.003 -15.395 -7.000
H 2.669 -15.728 -7.833
H 2.788 -14.463 -7.011
O 2.422 -13.928 -12.227
H 2.220 -13.291 -11.541
H 2.574 -14.747 -11.756
O -0.350 -14.161 -12.287
H -0.755 -15.011 -12.113
H 0.536 -14.240 -11.935
O 1.358 -11.999 -10.432
H 0.583 -12.443 -10.087
H 1.943 -11.919 -9.679
O 6.539 -14.209 -11.610
H 6.246 -15.119 -11.645
H 6.561 -13.929 -12.525
O 5.611 -16.837 -11.412
H 6.201 -16.775 -10.661
H 6.088 -17.369 -12.049
O 1.485 -16.663 -9.189
H 0.873 -17.384 -9.041
H 1.815 -16.806 -10.076
O 5.942 -12.795 -9.244
H 5.087 -12.368 -9.292
H 6.025 -13.259 -10.077
O 2.735 -16.635 -11.698
H 3.659 -16.885 -11.703
H 2.332 -17.191 -12.365
O 4.537 -17.676 -6.382
H 4.419 -18.277 -5.647
H 4.238 -16.829 -6.050
O 7.130 -16.484 -9.240
H 6.909 -17.327 -8.844
H 6.662 -15.839 -8.709
O 3.302 -11.779 -8.248
H 3.822 -10.984 -8.366
H 3.572 -12.119 -7.395
O 5.589 -14.735 -7.358
H 5.649 -14.022 -7.993
H 4.654 -14.932 -7.306
*
```

Summary:
- Kohn-Sham gap: 10.4 eV
- LUMO: -0.03 eV
- HOMO: -10.4414 eV

Which of them is the most stable, and which is the least stable? Q and P, in that order.